<i>
DFT (ωB97M-V/def2-TZVPD) results for one molecule with the formula C2H2O2.

## Properties
Kohn-Sham gap (alpha / beta) (eV): 8.46 / 9.29
E_LUMO (alpha / beta) (eV): -1.5 / -0.9
Total charge: 0

Bonds (Å) are listed after each position.
Element x y z (Å)
1 C -0.16 0.31 -0.31  C2 1.287, O3 1.417, H5 1.133
2 C -1.28 -0.11 0.15  C1 1.287, H6 1.119
3 O 0.96 0.09 0.54  C1 1.417, O4 1.277
4 O 2.03 -0.14 -0.11  O3 1.277
5 H -0.10 0.43 -1.43  C1 1.133
6 H -1.46 -0.58 1.15  C2 1.119

<ii>
DFT (ωB97M-V/def2-TZVPD) results for one molecule with the formula C2H2O2.

## Properties
SMILES string: O=CC=O
Kohn-Sham gap (eV): 9.27
E_LUMO (eV): -0.9
Total charge: 0

Bonds (Å) are listed after each position.
Element x y z (Å)
1 C -0.77 -0.05 0.06  C2 1.544, H3 1.240, O5 1.188
2 C 0.76 -0.02 -0.13  C1 1.544, H4 1.191, O6 1.227
3 H -1.10 1.04 0.55  C1 1.240
4 H 1.20 1.04 -0.46  C2 1.191
5 O -1.49 -0.98 -0.10  C1 1.188
6 O 1.40 -1.04 0.08  C2 1.227

Relative calculated energies, zero for the most stable structure, unit eV: <i> 5.952; <ii> 0.000.

<i>
DFT (ωB97M-V/def2-TZVPD) results for one molecule with the formula C3H3ClN2O.

## Properties
SMILES string: N#C/C(CCl)=N/O
Kohn-Sham gap (eV): 9.23
E_LUMO (eV): -0.7
Total charge: 0

Bonds (Å) are listed after each position.
Element x y z (Å)
1 C -0.17 0.38 -0.21  C2 1.523, C3 1.317, N7 1.370
2 C 1.11 -0.04 0.49  C1 1.523, H5 1.224, H6 1.175, Cl10 1.778
3 C -0.37 1.67 -0.37  C1 1.317, N8 1.218
4 H -1.94 -2.12 -0.91  O9 1.119
5 H 0.69 -1.14 0.83  C2 1.224
6 H 1.23 0.45 1.55  C2 1.175
7 N -1.26 -0.37 -0.59  C1 1.370, O9 1.332
8 N -0.56 2.86 -0.19  C3 1.218
9 O -1.33 -1.61 -0.12  H4 1.119, N7 1.332
10 Cl 2.60 -0.08 -0.48  C2 1.778

<ii>
DFT (ωB97M-V/def2-TZVPD) results for one molecule with the formula C3H3ClN2O.

## Properties
Kohn-Sham gap (alpha / beta) (eV): 7.96 / 7.96
E_LUMO (alpha / beta) (eV): 0.0 / 0.0
Total charge: 0

Bonds (Å) are listed after each position.
Element x y z (Å)
1 C -0.20 -0.27 0.66  N4 1.292, N5 1.404, H8 1.069
2 C -1.44 -0.16 -1.41  N4 1.201, O6 1.340
3 C 1.46 -0.77 -0.88  N5 1.312, Cl7 1.774
4 N -1.06 -0.05 -0.28  C1 1.292, C2 1.201
5 N 1.06 -0.80 0.37  C1 1.404, C3 1.312, H9 0.988
6 O -1.49 0.57 -2.53  C2 1.340, H10 0.912
7 Cl 3.01 -1.62 -1.09  C3 1.774
8 H -0.44 -0.46 1.69  C1 1.069
9 H 1.69 -1.20 1.02  N5 0.988
10 H -1.40 1.48 -2.47  O6 0.912

Relative calculated energies, zero for the most stable structure, unit eV: <i> 0.000; <ii> 0.597.

<i>
DFT (ωB97M-V/def2-TZVPD) results for a 2-piece molecular cluster, C3H10NO2 overall.

## Properties
Kohn-Sham gap (eV): 7.78
E_LUMO (eV): 4.2
Total charge: -1

Bonds (Å) are listed after each position.
Element x y z (Å)
1 C -0.99 -0.69 0.36  O2 1.403, C3 1.526, H6 1.111, H7 1.084
2 O 0.12 -1.25 1.02  C1 1.403, H14 1.126
3 C -0.54 0.22 -0.77  C1 1.526, C4 1.540, N5 1.490, H8 1.097
4 C 0.47 -0.34 -1.78  C3 1.540, H9 1.104, H10 1.085, H11 1.092
5 N -0.14 1.51 -0.15  C3 1.490, H12 1.019, H13 1.023
6 H -1.52 -1.61 0.04  C1 1.111
7 H -1.66 -0.21 1.06  C1 1.084
8 H -1.44 0.54 -1.32  C3 1.097
9 H 1.36 -0.55 -1.16  C4 1.104
10 H 0.88 0.20 -2.62  C4 1.085
11 H -0.02 -1.26 -2.10  C4 1.092
12 H 0.68 1.85 -0.66  N5 1.019
13 H 0.25 1.44 0.79  N5 1.023
14 H 0.72 -0.53 1.65  O2 1.126
15 H 1.10 0.09 3.19  O16 0.953
16 O 0.75 0.60 2.46  H15 0.953

<ii>
DFT (ωB97M-V/def2-TZVPD) results for a 2-piece molecular cluster, C3H10NO2 overall.

## Properties
Kohn-Sham gap (eV): 7.28
E_LUMO (eV): 4.4
Total charge: -1

Bonds (Å) are listed after each position.
Element x y z (Å)
1 C -0.43 -0.14 1.77  N2 1.492, H6 1.111, H7 1.109, H8 1.084
2 N -0.01 0.40 0.45  C1 1.492, C3 1.463, H9 1.127
3 C -0.53 -0.23 -0.77  N2 1.463, C4 1.679, H10 1.105, H11 1.080
4 C 0.36 -1.63 -1.05  C3 1.679, O5 1.382, H12 1.126, H13 1.090
5 O 1.27 -1.74 -0.02  C4 1.382
6 H -1.53 -0.26 1.71  C1 1.111
7 H -0.31 0.64 2.55  C1 1.109
8 H 0.09 -1.04 2.07  C1 1.084
9 H 1.02 -0.02 0.28  N2 1.127
10 H -0.65 0.35 -1.70  C3 1.105
11 H -1.53 -0.57 -0.54  C3 1.080
12 H 0.88 -1.49 -2.03  C4 1.126
13 H -0.43 -2.39 -1.04  C4 1.090
14 H 1.26 2.35 -0.78  O16 0.960
15 H -0.04 2.75 -0.10  O16 0.965
16 O 0.58 3.03 -0.79  H14 0.960, H15 0.965

Relative calculated energies, zero for the most stable structure, unit eV: <i> 0.000; <ii> 0.931.